No. 1
The following is a quantum chemistry calculation of a molecular structure, C35H34B3O11P in a non-equilibrium geometry, from the Open Molecules 2025 dataset.

Positions of all 84 atoms, in Å:
P -2.5696 -3.2842 1.8135
O -1.6837 -3.5069 0.4861
O -3.4271 -0.7033 2.8062
O 5.7774 -6.7795 -4.7194
O -2.3725 1.3114 2.1720
O -0.2693 1.2179 1.0844
O 4.4093 -3.3173 -0.8780
O -1.2194 -0.7849 1.9097
O -7.3170 4.4875 -0.9202
O -3.9608 -3.5930 1.5439
O -1.9544 -4.1885 2.9873
O -4.7376 8.3226 1.7743
C 2.3904 -4.1844 -2.6009
C -7.2024 8.9884 0.6357
C 6.1414 -4.5108 -1.9379
C 3.2514 -0.2818 0.8630
C -8.5155 7.0114 -0.8150
C -4.7008 6.1145 0.9574
C 3.7103 -4.6018 -2.7212
C -2.8665 4.6112 1.3361
C 1.8754 0.2504 0.4360
C 6.4938 -5.4344 -2.9245
C 5.4727 -5.9736 -3.8659
C -9.0720 8.2731 -0.6978
C 2.2423 -2.2605 2.2117
C -6.7191 5.3648 -0.3326
C 8.4334 -4.3922 -1.2331
C 4.7275 -4.0801 -1.7688
C 7.8141 -5.8478 -3.0456
C -8.4185 9.2599 0.0333
C 1.0848 -0.7475 -0.4174
C 8.7805 -5.3284 -2.2017
C -3.5573 3.5999 0.6775
C 3.4928 -0.4249 3.4201
C -5.3085 7.4616 1.1374
C -7.2975 6.7316 -0.2084
C 4.0697 -5.4912 -3.7358
C 7.1166 -3.9882 -1.0977
C -4.8126 3.8461 0.1475
C -5.3853 5.1057 0.2761
C 1.0382 0.8448 1.5688
C 3.3409 -1.2008 2.0998
C 1.7995 -5.5090 -4.5185
C 3.1105 -5.9383 -4.6354
C -6.6332 7.7275 0.5105
C 1.4376 -4.6369 -3.4969
C -3.4382 5.8632 1.4812
B -2.4098 -1.3911 2.2277
B -1.2866 0.6032 1.7189
B -3.5130 0.5240 2.1521
H 1.0551 -5.8551 -5.2231
H 9.8092 -5.6489 -2.3001
H -4.4955 0.8081 1.5596
H 1.2385 -1.8567 2.2815
H -8.8588 10.2437 0.1291
H 9.1927 -3.9793 -0.5823
H 1.0038 0.2294 2.4598
H 3.9017 0.5700 1.0694
H 2.1139 -3.5030 -1.8080
H 0.6083 -1.5141 0.1763
H -5.3511 3.0636 -0.3697
H 2.8619 0.4549 3.4829
H 2.3203 -2.9251 1.3524
H 6.8424 -3.2646 -0.3426
H 0.4108 -4.3082 -3.4033
H -0.7335 -3.3941 0.6667
H 2.0694 1.0828 -0.2405
H 1.5228 1.7754 1.8614
H -9.0225 6.2413 -1.3796
H 3.7095 -0.8126 0.0326
H -0.9868 -4.1101 3.0476
H -6.6895 9.7540 1.2011
H -3.1128 2.6303 0.5697
H 8.0813 -6.5719 -3.8027
H 2.4101 -2.8696 3.0984
H -2.9064 6.6503 1.9976
H -10.0185 8.4903 -1.1750
H 4.5192 -0.0739 3.5081
H 0.3070 -0.1929 -0.9353
H 1.7216 -1.1826 -1.1802
H -1.8805 4.4172 1.7378
H 3.3319 -1.1096 4.2474
H 4.2686 -1.7594 1.9936
H 3.3933 -6.6189 -5.4263

highest occupied orbital energy: -9.7 eV
molar mass: 694.1 g mol⁻¹

=====

No. 2
The following is a quantum chemistry calculation of a molecular structure, C35H34CaClNOSi2 in a non-equilibrium geometry, from the Open Molecules 2025 dataset.

Positions of all 75 atoms, in Å:
Ca -1.9968 0.7297 1.4576
Cl -2.5492 0.2906 -0.9103
Si 1.1998 -0.2307 -2.9996
Si 2.8596 0.1277 0.9280
O -4.0189 2.5727 1.3790
N -5.0867 0.2321 0.7459
C 0.8210 0.8672 1.2459
C -0.1773 -3.4310 -1.0101
C 0.1356 2.1007 1.0554
C 4.7205 3.7932 0.1145
C 0.8417 -2.0134 -2.6747
C 4.7855 -2.3497 -2.5807
C -1.8731 -0.3407 3.8772
C -3.8006 0.9146 3.7828
C -2.8836 -1.1387 3.2744
C 6.4103 2.0731 0.2964
C -4.0829 -0.3685 3.2531
C 0.3969 1.8898 -1.3720
C 3.9202 -0.2808 -1.6546
C 4.5184 -0.9789 -2.7112
C -5.7706 1.2536 0.2780
C 3.8244 -2.3054 -0.3356
C -2.4390 0.9355 4.1842
C -5.4092 -1.0125 0.3791
C 1.3857 -4.3745 -2.6015
C 3.5840 -0.9393 -0.4575
C -6.9193 1.1002 -0.5290
C 1.0982 0.0191 0.0749
C -7.3244 -0.2021 -0.8442
C 6.0371 3.3717 -0.0847
C -0.1811 -2.2494 -1.7374
C 4.0687 1.5673 0.8425
C 5.4326 1.1972 0.7810
C 4.4299 -3.0090 -1.3955
C 3.7282 2.9053 0.5756
C 1.4814 -3.1285 -3.2457
C 0.6138 -4.5114 -1.4345
C -6.5596 -1.2788 -0.3781
C -0.1510 2.5536 -0.2470
C -5.2530 2.6265 0.6197
C 0.9312 0.6098 -1.3107
H 2.0909 -3.0213 -4.1279
H 2.7144 3.2840 0.7206
H -0.8091 3.4300 -0.4066
H 0.2211 0.0595 -4.0241
H -5.0658 3.1756 -0.3153
H 0.8929 -1.0590 0.1404
H 3.7814 0.7897 -1.7341
H -3.8623 3.4634 1.7421
H -0.2194 2.6621 1.9386
H -5.0666 -0.7410 3.0126
H -7.4529 2.0031 -0.8439
H -6.8064 -2.3232 -0.5696
H -0.8682 -0.6783 4.1481
H -1.9623 1.7284 4.7568
H 4.4410 4.8112 -0.1254
H -4.7268 -1.8061 0.6848
H 6.7852 4.0399 -0.4973
H -0.7755 -3.5268 -0.1020
H -4.5511 1.6707 4.0003
H 1.9526 -5.2231 -2.9966
H 0.3445 2.3852 -2.3520
H 3.0810 -0.7176 2.1142
H 5.2377 -2.8852 -3.4304
H -0.9051 -1.4519 -1.5270
H -8.2222 -0.3819 -1.4378
H 0.5969 -5.4671 -0.8777
H 7.4479 1.7454 0.2069
H 1.0613 0.5506 2.2812
H 4.6381 -4.0819 -1.2901
H -6.0184 3.1721 1.1875
H -2.8006 -2.1698 2.9619
H 3.5574 -2.7894 0.6105
H 4.8157 -0.4259 -3.6130
H 5.7041 0.1908 1.1341

highest occupied orbital energy (alpha / beta): -6.7 / -7.1 eV
molar mass: 616.4 g mol⁻¹
relative energy (zero: lowest compared OMol25 entry of this formula, charge and spin): 417.7 kJ/mol

=====

No. 3
The following is a quantum chemistry calculation of a molecular structure, C35H34CdN8O4S, from the Open Molecules 2025 dataset.

Positions of all 83 atoms, in Å:
Cd -0.1035 -0.0933 -0.4133
S 0.6757 1.8226 1.9627
O 2.2954 -4.8278 -4.6693
O 1.8054 1.0584 1.4839
O 0.7146 3.2496 1.7208
O 4.2264 -4.2950 -3.5991
N -0.2862 -0.1245 -2.9683
N -1.9456 -2.4549 -0.5451
N -0.1530 2.8271 -1.2766
N 1.8562 -1.9118 1.7248
N 1.9578 0.8264 -1.4390
N 0.7200 -2.2410 -0.7675
N -2.4216 0.5967 -0.6408
N -0.6282 1.1343 1.3453
C -3.2558 0.3130 -1.6069
C 4.4779 -1.0170 1.9102
C 2.1534 0.3051 -2.7944
C 2.9996 -4.3455 -3.7675
C -4.9048 1.8215 -0.8005
C -3.2629 -2.5305 -0.3945
C -0.2317 0.6356 4.2691
C 2.6385 -1.8622 0.6459
C 3.9529 -1.4098 0.6907
C -2.7744 1.5137 0.3021
C -4.3756 3.1114 1.2427
C -1.4014 -2.9461 -1.6598
C 0.8980 0.4034 -3.6599
C -4.5251 0.9046 -1.7351
C 2.3754 -1.5400 2.8873
C -2.1781 -3.4667 -2.6940
C -4.1098 -3.0827 -1.3426
C 1.4586 2.1567 5.8769
C 2.1787 -3.7010 -2.6186
C -1.8417 1.8271 1.3464
C 0.0941 -2.9591 -1.7102
C 2.7998 -3.1059 -1.5327
C 2.2395 2.2610 -1.2871
C 0.7905 -3.6939 -2.6522
C 2.0400 -2.4032 -0.6088
C 3.6802 -1.0939 3.0381
C 1.4515 2.3588 4.5062
C 1.1556 3.1707 -1.8401
C -3.5505 -3.5395 -2.5256
C 0.6224 1.2029 6.4443
C -4.0307 2.1584 0.2577
C -2.2176 2.7702 2.2748
C 0.6056 1.5922 3.7150
C -0.2213 0.4461 5.6441
C -3.4752 3.4025 2.2238
H 2.3469 2.4571 -0.2206
H 0.6283 1.0505 7.5156
H -0.8728 0.0485 3.6255
H -5.1744 -3.1375 -1.1631
H -1.7196 -3.8264 -3.6040
H -1.5369 3.0448 3.0687
H -3.6606 -2.1173 0.5261
H 0.7038 1.4380 -3.9340
H -0.8832 3.3598 -1.7352
H -0.1711 3.0957 -0.2950
H -0.4733 -1.0751 -3.2692
H 1.7110 -1.5905 3.7440
H 1.4656 4.1993 -1.6196
H 1.1007 3.0904 -2.9267
H -3.7177 4.1341 2.9832
H 2.9658 0.8371 -3.3037
H -0.8707 -0.2955 6.0899
H 3.1904 2.5146 -1.7731
H 5.4963 -0.6564 1.9744
H 2.1143 2.7463 6.5037
H -2.9348 -0.4378 -2.3226
H -1.1028 0.4312 -3.1858
H -5.1724 0.6192 -2.5522
H -4.1714 -3.9567 -3.3076
H 3.8717 -3.2207 -1.4441
H 1.0899 -0.1436 -4.5860
H 0.3093 -4.2638 -3.4343
H -5.3425 3.5956 1.2013
H 2.5756 0.3405 -0.7956
H 4.0502 -0.8037 4.0115
H 4.5537 -1.3637 -0.2077
H 2.0879 3.1037 4.0480
H -5.8752 2.3004 -0.8501
H 2.4489 -0.7429 -2.7250

highest occupied orbital energy: -7.7 eV
molar mass: 775.2 g mol⁻¹
relative energy (zero: lowest compared OMol25 entry of this formula, charge and spin): 35.6 kJ/mol